Entry 1:
DFT (the ωB97M-V functional and the def2-TZVPD basis) results for a single C19H22ClN5O molecule at a distorted geometry.

ΔE to the lowest compared entry with this formula, charge and spin   414.56 kcal per mole
Net charge   0
Gap between HOMO and LUMO   8.2 eV
SMILES string   N#CN/C(=N\CCCCCCOc1ccc(Cl)cc1)Nc1ccncc1

The geometry in XYZ format:
```
48
Properties=species:S:1:pos:R:3:forces:R:3
N -6.7669 -3.1990 -1.5238 3.266 0.332 1.440
C -5.7380 -3.0071 -0.9646 -4.136 -0.020 -1.681
N -4.6794 -2.6190 -0.2551 -2.930 -11.050 -0.905
C -4.3103 -1.4281 -0.0039 -4.273 6.366 -3.688
N -3.3340 -1.3152 0.5820 8.867 3.648 7.784
C -2.6238 -2.2261 1.4479 0.104 -0.353 -1.153
C -1.4365 -1.4243 1.9980 -0.373 -2.015 4.811
C -0.4813 -0.7983 1.0414 2.508 -0.835 0.304
C 0.6917 -0.0607 1.8388 -2.274 1.893 0.441
C 1.6150 0.7522 0.8851 3.055 -7.835 2.547
C 2.7542 1.4804 1.6214 -4.083 -4.738 -1.288
O 3.6563 1.8519 0.8337 8.247 2.574 -7.143
C 4.7473 0.8959 0.3213 -4.733 15.333 -2.603
C 5.5676 1.5708 -0.5640 5.830 -3.587 -3.003
C 6.7638 1.0030 -1.2143 -7.976 -3.476 8.091
C 6.8067 -0.3719 -0.6275 4.094 2.259 -5.815
Cl 8.1545 -1.1729 -1.6181 -0.691 -0.479 1.281
C 5.9175 -1.0004 0.0684 -3.302 -1.422 6.284
C 4.7855 -0.1672 0.8204 8.506 -11.512 -2.721
N -5.0770 -0.2344 -0.5554 -2.607 -18.894 -1.358
C -4.9529 0.9467 -0.7183 5.573 8.481 7.509
C -5.8949 1.7380 -0.9949 -6.608 2.428 -8.651
C -5.7835 3.1380 -1.2049 0.248 3.171 2.477
N -4.9370 3.8511 -0.4464 1.841 -3.002 -0.843
C -3.8792 2.9047 0.2943 -11.410 1.165 -6.755
C -4.1229 1.6708 0.4116 1.351 -6.248 -3.141
H -4.1929 -3.6161 0.2321 -1.281 4.583 -1.584
H -3.2657 -2.8170 2.2967 1.325 1.576 -2.112
H -2.1913 -2.9305 0.6813 -0.075 -0.380 1.115
H -1.8004 -0.6259 2.7812 0.412 -1.437 -1.547
H -0.9248 -2.2992 2.7321 -0.635 2.467 -1.848
H -0.9663 -0.0663 0.3998 -0.086 -0.134 -0.161
H 0.0090 -1.6401 0.4199 -0.749 1.363 0.556
H 1.0839 -0.6897 2.6849 0.463 0.197 -1.431
H 0.2218 0.7653 2.4720 -0.129 -0.908 -0.610
H 2.0562 -0.1662 0.2250 0.297 1.252 1.632
H 1.1939 0.9992 0.0157 -2.379 3.173 -2.657
H 2.2610 2.2741 1.8771 -2.396 5.036 2.751
H 3.2237 0.9868 2.3749 0.121 -2.110 3.203
H 5.4588 2.4639 -0.9453 -1.815 4.876 -0.993
H 7.4269 1.3643 -1.8649 2.220 1.581 -2.311
H 6.0446 -1.9684 0.6447 0.192 0.875 -1.710
H 4.2359 -0.6246 1.4259 -4.513 -3.549 4.981
H -5.8135 -0.8848 -1.1041 1.037 3.305 0.876
H -6.5276 1.1886 -1.8443 0.090 1.307 1.783
H -6.5606 3.7894 -1.8341 1.694 -1.789 1.428
H -3.2516 3.3895 0.7054 8.123 6.373 5.544
H -3.3641 0.9890 0.7682 -0.010 0.155 0.874
```
Forces are in eV/Å.

Entry 2:
DFT (the ωB97M-V functional and the def2-TZVPD basis) results for a molecular structure, C5H8N2.

ΔE to the lowest compared entry with this formula, charge and spin   130.09 kcal per mole
Net charge   0
Gap between HOMO and LUMO   8.3 eV

The geometry in XYZ format:
```
15
Properties=species:S:1:pos:R:3:forces:R:3
C 1.5635 0.2211 1.2704 0.056 0.016 0.098
N 0.6101 0.4791 0.2116 -0.093 0.086 -0.042
C -0.2748 1.5399 0.0617 0.020 0.077 0.117
C -1.1087 1.4136 -1.0329 0.330 -0.287 0.194
C -1.1092 -1.3295 -0.4024 -0.204 -0.325 0.242
C -0.6084 0.1695 -1.5107 0.041 0.039 -0.351
N 0.4407 -0.4095 -0.7499 -0.179 0.256 -0.082
H 2.5732 0.1452 0.8593 -0.135 -0.002 0.063
H 1.3172 -0.7075 1.7945 0.016 0.134 -0.066
H 1.5223 1.0518 1.9779 0.007 -0.120 -0.109
H -0.2000 2.3345 0.8019 -0.025 -0.139 -0.131
H -1.9598 -1.4998 -1.0632 0.151 0.082 0.061
H -1.4344 -0.8570 0.5223 0.089 -0.025 -0.154
H -0.5734 -2.2659 -0.2534 -0.067 0.148 -0.042
H -0.7581 -0.2854 -2.4872 -0.008 0.059 0.202
```
Forces are in eV/Å.

Entry 3:
DFT (the ωB97M-V functional and the def2-TZVPD basis) results for 10 unconnected molecules or ions with the total composition C40H57NO30S at a distorted geometry.

ΔE to the lowest compared entry with this formula, charge and spin   71.78 kcal per mole
Net charge   0
Gap between HOMO and LUMO   9.5 eV
SMILES string   O=[N+]([O-])c1ccccc1.C[C@H]1COC(=O)O1.C[C@H]1COC(=O)O1.C[C@H]1COC(=O)O1.C[C@H]1COC(=O)O1.C[C@H]1COC(=O)O1.C[C@H]1COC(=O)O1.C[C@H]1COC(=O)O1.C[C@H]1COC(=O)O1.O=S1(=O)OCCO1

The geometry in XYZ format:
```
129
Properties=species:S:1:pos:R:3:forces:R:3
O 1.4924 -4.6886 -4.4888 -0.872 0.635 -0.795
N 1.1407 -4.2102 -5.5765 2.400 -1.674 0.868
O 1.6297 -4.6138 -6.6244 -0.898 0.712 0.022
C 0.2322 -3.1065 -5.5474 -1.716 0.934 0.213
C -0.0143 -2.3265 -6.6683 0.682 -1.269 -1.556
C -0.9638 -1.3422 -6.7060 0.939 0.278 1.285
C -1.4663 -0.9714 -5.4790 -1.952 -0.164 0.300
C -1.3230 -1.7530 -4.3033 0.316 0.970 -1.888
C -0.5174 -2.8699 -4.3879 0.308 0.244 0.734
H 0.4340 -2.5168 -7.6322 0.565 -0.543 0.210
H -1.1511 -0.8052 -7.6241 -0.153 0.051 0.090
H -2.2065 -0.1909 -5.5759 -0.047 0.454 0.801
H -1.7980 -1.4546 -3.3804 -0.118 -0.191 -0.108
H -0.4876 -3.4655 -3.4875 0.484 -0.472 -0.228
C -4.7152 3.7337 3.8818 -0.707 0.608 1.397
C -4.1696 2.4200 4.3662 -0.799 0.916 0.687
C -5.2589 1.3381 4.5991 1.196 1.833 0.267
O -4.7951 0.3674 3.6988 -2.397 -2.306 0.141
C -3.7956 0.7444 2.9628 2.868 -0.572 -1.591
O -3.2364 0.0992 2.0925 -1.283 0.572 0.971
O -3.3324 1.9212 3.3717 0.708 -0.446 -0.794
H -5.3994 4.0340 4.6754 0.144 0.595 0.340
H -5.4112 3.7223 3.0430 0.551 -0.560 -0.489
H -3.9335 4.4849 3.7685 -0.165 -0.042 -0.125
H -3.5904 2.4719 5.2881 0.138 0.631 -0.088
H -6.2379 1.7720 4.3955 -0.148 -0.615 -0.488
H -5.2282 1.0317 5.6447 -0.047 -0.617 -0.287
C -3.5985 -3.2548 2.0256 0.329 0.549 -0.370
C -3.7265 -3.5538 0.5115 -1.063 1.214 1.623
C -3.4493 -2.3967 -0.5043 -1.592 -1.061 1.030
O -2.6784 -3.0638 -1.4992 0.550 1.147 -0.833
C -2.2916 -4.2585 -1.0989 1.063 -1.927 0.132
O -1.5866 -5.0513 -1.6932 -0.989 1.538 0.650
O -2.7935 -4.5110 0.1239 0.656 -1.316 -0.072
H -3.9207 -4.0608 2.6849 0.492 -0.556 -0.458
H -4.2497 -2.4574 2.3838 0.001 0.425 -0.646
H -2.5719 -2.9486 2.2266 0.004 -0.165 0.316
H -4.7422 -3.9444 0.4486 -0.050 -0.227 -0.811
H -2.9968 -1.5459 0.0051 0.400 -0.054 -0.566
H -4.3935 -2.1437 -0.9865 0.176 0.451 0.088
C 0.8556 1.5423 -4.1256 0.881 -0.206 0.250
C 1.2881 2.6907 -5.0562 1.226 -2.351 1.706
C 0.4932 2.8808 -6.2591 -0.851 -0.798 -1.156
O -0.1021 4.1367 -6.1194 -0.096 0.584 0.287
C 0.4582 4.7590 -5.0473 -0.432 1.255 0.087
O 0.1710 5.8705 -4.7195 0.513 -0.955 -0.016
O 1.3673 3.9455 -4.4286 -0.492 0.713 -0.236
H 0.0119 1.5869 -3.4369 -0.283 0.716 -0.262
H 1.7356 1.3429 -3.5141 -0.167 -0.244 0.126
H 0.7057 0.6332 -4.7080 0.038 0.033 -0.235
H 2.2534 2.3197 -5.4007 0.520 0.602 0.395
H -0.2453 2.0792 -6.2432 -0.303 0.224 -0.782
H 1.1649 2.8311 -7.1161 -0.540 0.171 -0.426
C 2.3639 2.6465 -1.4795 -0.651 -1.344 -0.671
C 2.6669 3.1635 -0.1149 0.358 1.623 -1.401
C 1.5429 3.3147 0.8363 -1.943 1.189 -1.343
O 1.9782 2.7040 2.0076 -2.326 0.874 1.736
C 3.1011 2.1139 1.8337 2.562 -1.934 -1.493
O 3.6746 1.4356 2.6432 -0.171 0.357 -0.146
O 3.5141 2.2684 0.5334 1.215 -0.779 1.750
H 1.4899 3.0124 -2.0184 0.186 0.961 0.393
H 2.0856 1.5998 -1.3573 0.267 -0.278 0.119
H 3.2126 2.6442 -2.1635 0.094 0.224 0.201
H 3.1033 4.1606 -0.1743 0.782 -0.119 -0.160
H 0.6424 2.8756 0.4068 -0.012 -0.397 0.653
H 1.3417 4.3774 0.9722 -0.132 -0.112 0.495
C 0.5253 2.2769 4.9587 0.159 -1.043 0.176
C 1.6665 2.6552 5.9270 -2.587 1.637 1.338
C 2.8963 3.1952 5.3682 3.082 -2.549 -2.726
O 3.3067 4.3259 6.0851 1.262 -0.954 -0.889
C 2.2597 4.6979 6.7372 -1.533 4.749 2.532
O 2.2205 5.7286 7.4010 -0.107 -2.014 -0.879
O 1.2191 3.9216 6.5020 -1.605 0.112 0.671
H 0.6181 1.2755 4.5383 0.724 0.068 -0.367
H 0.4196 3.0192 4.1676 0.362 -0.079 0.030
H -0.4722 2.1581 5.3820 0.198 0.550 0.866
H 1.8424 2.1179 6.8589 -0.216 -1.186 -0.579
H 2.7660 3.3511 4.2973 0.113 0.714 0.059
H 3.7016 2.4648 5.4465 0.120 -0.017 -0.171
C -2.0665 3.0213 0.3360 -0.754 -1.310 -1.411
C -1.5485 3.2899 -1.1348 0.030 -0.532 2.482
C -2.4666 3.1694 -2.3471 1.030 -2.292 0.797
O -2.3074 4.4032 -2.9969 -1.450 -0.914 -1.417
C -1.7574 5.2687 -2.1977 0.060 6.789 0.640
O -1.7713 6.5269 -2.3892 0.402 -5.661 0.962
O -1.3024 4.6571 -1.0830 0.845 2.372 -0.667
H -1.3117 3.0716 1.1207 0.100 0.492 -0.327
H -2.4810 2.0185 0.4387 0.073 -0.293 -0.212
H -2.9181 3.6700 0.5414 0.274 0.358 0.043
H -0.5978 2.7826 -1.2984 -0.023 -0.216 -0.057
H -3.4396 2.8120 -2.0101 -0.629 1.002 -0.449
H -2.0713 2.3676 -2.9707 -0.143 0.156 -0.301
C 1.1123 -8.5093 1.0503 0.872 1.926 -1.071
C 0.3168 -7.1338 0.9905 1.674 -2.511 0.999
C -1.0046 -7.2827 1.5936 -2.401 -0.971 -1.130
O -1.1738 -6.1047 2.3456 -3.907 0.020 -0.165
C -0.0364 -5.5376 2.5213 0.953 1.405 2.006
O 0.1607 -4.5296 3.1576 -0.071 -0.277 -0.634
O 0.8665 -6.3359 2.0323 4.011 0.419 -0.622
H 2.1089 -8.1446 0.8012 0.431 -0.339 0.271
H 0.9510 -9.2600 0.2767 -0.762 0.197 0.069
H 1.1559 -8.9516 2.0455 -0.368 0.220 -0.070
H 0.4367 -6.5583 0.0726 -0.402 -0.420 -0.242
H -1.0876 -8.1608 2.2340 0.222 0.141 0.252
H -1.7671 -7.3959 0.8229 -0.343 0.390 0.200
C 6.1380 -0.5517 1.3375 -0.069 -0.050 0.973
C 5.5416 -1.3125 0.1870 -0.842 -0.005 0.133
C 3.9842 -1.1985 0.1439 0.444 -0.110 -0.690
O 3.7472 -0.2926 -0.9401 0.575 0.845 -0.926
C 4.9269 -0.0039 -1.5824 -0.594 2.447 -1.715
O 5.1269 0.7812 -2.5175 -1.458 -2.110 2.292
O 5.8933 -0.6452 -1.0026 2.059 -0.434 -0.461
H 5.7331 0.4600 1.3625 0.200 0.128 -0.276
H 7.2274 -0.5439 1.3752 -0.058 0.056 -0.402
H 5.8198 -0.9559 2.2985 -0.126 -0.355 -0.004
H 5.9075 -2.3291 0.0433 -0.118 -0.040 0.463
H 3.5845 -0.7566 1.0567 -0.070 -0.177 -0.018
H 3.4862 -2.1127 -0.1792 0.027 -0.204 0.572
O -1.3648 0.1526 -1.4800 2.281 -1.586 1.233
S -0.1548 -0.5240 -0.9861 1.231 -0.020 0.683
O 0.8842 -0.9432 -1.9365 -2.403 1.155 2.261
O 0.5179 0.3753 0.3117 0.540 0.149 -3.759
C 0.1020 -0.1934 1.5011 -1.164 1.157 1.942
C 0.1457 -1.6384 1.2964 0.320 -0.807 1.183
O -0.4951 -1.7657 0.0584 -0.786 0.096 -2.981
H 0.6888 0.1511 2.3526 0.373 0.134 -0.318
H -0.9221 0.1551 1.6351 -0.250 -0.260 0.522
H -0.4215 -2.1868 2.0484 -0.100 -0.050 -0.164
H 1.1612 -2.0341 1.3080 0.072 -0.086 -0.395
```
Forces are in eV/Å.

Entry 4:
DFT (the ωB97M-V functional and the def2-TZVPD basis) results for a gas-phase ion, C3H6NO (charge +1) at a distorted geometry.

ΔE to the lowest compared entry with this formula, charge and spin   99.45 kcal per mole
Net charge   +1
Gap between HOMO and LUMO   9.7 eV
SMILES string   COC#C[NH3+]

The geometry in XYZ format:
```
11
Properties=species:S:1:pos:R:3:forces:R:3
C -0.5150 0.6923 -2.1631 -0.248 -2.039 -3.629
O 0.7110 0.4518 -1.4620 0.697 -0.311 -1.108
C 0.5377 0.0828 -0.3138 0.450 -0.709 11.562
C 0.5574 0.1494 1.0774 -0.060 0.687 -9.084
N 0.3079 -0.6977 2.1782 1.575 -2.618 0.189
H -1.2071 1.0244 -1.5115 -2.282 1.181 2.474
H -1.0035 -0.3077 -2.6309 1.802 2.441 0.637
H -0.2512 1.5346 -2.7937 -0.302 -0.527 -0.792
H -0.6295 -0.7273 2.5054 -1.527 0.152 0.092
H 0.8553 -0.5136 3.0032 0.522 1.469 0.572
H 0.6371 -1.6890 2.1109 -0.627 0.274 -0.914
```
Forces are in eV/Å.

Entry 5:
DFT (the ωB97M-V functional and the def2-TZVPD basis) results for 3 unconnected molecules or ions with the total composition C7H19NO at a distorted geometry.

ΔE to the lowest compared entry with this formula, charge and spin   128.53 kcal per mole
Net charge   0
Gap between HOMO and LUMO (spin up / spin down)   5.9 / 5.9 eV

The geometry in XYZ format:
```
28
Properties=species:S:1:pos:R:3:forces:R:3
C 1.6416 1.1055 0.2455 -0.945 -1.495 -0.637
C -1.2194 0.5386 1.4064 0.144 0.270 0.211
C -1.3580 1.2590 -0.9244 0.272 0.435 0.047
C 2.2773 1.2459 -1.1084 0.489 0.046 0.191
C 2.3656 0.2110 1.2125 0.412 0.171 -0.130
N -0.8093 0.3169 0.0352 -2.930 -4.945 -1.683
H 1.3939 2.0695 0.6875 -0.098 0.154 0.055
H -0.8745 1.5092 1.7671 0.138 -0.007 -0.127
H -0.9065 1.0763 -1.8970 -0.043 -0.076 -0.071
H -0.7678 -0.2243 2.0365 0.000 -0.068 0.085
H -2.3100 0.5192 1.5081 0.141 -0.102 -0.112
H -2.4458 1.1445 -0.9850 0.189 0.255 0.028
H -1.0855 2.2737 -0.6270 -0.130 0.040 -0.018
H 2.3502 -0.8301 0.8608 0.170 -0.022 0.150
H 2.2673 0.2858 -1.6411 0.122 0.113 -0.132
H 1.7551 1.9851 -1.7176 -0.059 -0.026 -0.139
H 3.3253 1.5716 -1.0482 0.271 0.036 -0.205
H 1.9121 0.2408 2.2045 -0.073 -0.093 0.088
H 3.4180 0.4983 1.3445 0.280 -0.145 0.121
C -1.7723 -1.3515 -0.4884 -0.229 0.127 0.240
C -0.7365 -2.4262 -0.6971 0.676 0.294 0.304
O -2.7661 -1.7566 0.4109 0.777 0.932 -0.112
H -2.3402 -2.0630 1.2222 -0.052 -0.101 -0.030
H -2.3069 -1.1521 -1.4235 0.249 0.706 0.279
H 0.3741 0.0683 -0.1378 0.326 3.138 1.374
H -0.0901 -2.2211 -1.5527 0.041 0.262 0.147
H -0.1125 -2.4830 0.2025 0.086 -0.226 -0.152
H -1.1791 -3.4113 -0.8959 -0.224 0.329 0.228
```
Forces are in eV/Å.